# 1
21
Properties=species:S:1:pos:R:3 method="wB97M-V/def2-TZVPD" orbital_gap_ev=3.829 charge=0 e_above_lowest_ev=9.1868 largest_force_ev_per_a=6.00
C -0.796 -1.276 2.038
C -0.260 0.035 2.079
C -0.469 0.993 -0.921
C 1.172 2.324 -1.940
N 0.347 1.194 -2.183
N -1.883 -1.475 0.779
H -0.069 -2.067 1.623
H -1.219 -1.839 2.855
H 0.709 0.159 1.752
H -0.642 0.616 2.908
H -1.380 1.579 -1.028
H 0.148 1.270 -0.043
H 1.390 2.677 -3.000
H 2.148 2.205 -1.382
H 0.584 3.169 -1.522
H -0.593 -0.111 -0.855
H -2.768 -1.593 1.188
H -1.874 -0.519 0.482
H 1.246 -1.148 -0.803
H 1.332 -1.274 0.703
O 1.732 -1.701 -0.073

=====

# 2
16
Properties=species:S:1:pos:R:3 method="wB97M-V/def2-TZVPD" orbital_gap_ev=10.542 smiles="C=CCCC(N)=O" charge=0 e_above_lowest_ev=1.7826 largest_force_ev_per_a=2.76
C 1.938 -2.019 -0.604
C 1.125 -1.176 0.020
C 0.946 0.266 -0.404
C -0.545 0.667 -0.343
C -1.091 0.936 1.011
N -2.496 1.148 1.102
O -0.425 1.205 1.970
H 2.182 -3.006 -0.248
H 2.519 -1.605 -1.426
H 0.574 -1.472 0.910
H 1.341 0.201 -1.417
H 1.500 1.038 0.129
H -1.121 -0.141 -0.826
H -0.677 1.460 -1.083
H -2.908 0.476 0.454
H -2.862 2.022 0.755

=====

# 3
25
Properties=species:S:1:pos:R:3 method="wB97M-V/def2-TZVPD" multiplicity=3 orbital_gap_ev="5.440 / 5.969" charge=+1 e_above_lowest_ev=2.9459 largest_force_ev_per_a=7.56
C 2.881 0.389 -0.304
C 1.912 -0.398 0.088
C -0.418 -0.467 -0.655
C 0.508 0.074 0.137
C -2.035 0.800 0.668
C -0.818 1.792 0.861
C 3.766 1.317 -0.630
C 2.033 -1.854 0.557
C -2.757 -1.116 -0.732
N -1.830 -0.022 -0.636
O 0.362 1.062 1.047
H -2.027 0.091 1.413
H -3.009 1.246 0.784
H -0.748 2.477 0.058
H -1.194 2.250 1.777
H 4.333 1.882 0.202
H -0.163 -1.095 -1.435
H 4.109 1.462 -1.705
H 2.921 -2.298 0.112
H 0.989 -2.253 0.444
H 2.119 -1.797 1.704
H -3.769 -0.851 -0.821
H -2.528 -1.543 -1.648
H -2.632 -1.763 0.138
H -2.006 0.616 -1.423

=====

# 4
122
Properties=species:S:1:pos:R:3 method="wB97M-V/def2-TZVPD" orbital_gap_ev=8.845 charge=0 largest_force_ev_per_a=8.42
C -5.892 4.731 -2.019
C -4.818 4.570 -3.248
O -4.366 5.954 -3.610
C -3.477 3.697 -2.892
N -3.745 2.233 -2.565
C -2.410 1.535 -2.893
C -2.036 0.333 -1.829
O -1.698 1.008 -0.546
C -0.580 0.332 0.133
C 0.187 1.162 1.366
C 0.514 -0.139 2.364
N -0.191 -1.408 1.883
C -1.263 -0.950 0.899
O -2.494 -1.503 0.775
H -6.106 3.753 -1.412
H -6.923 5.059 -2.523
H -5.579 5.653 -1.337
H -5.376 4.125 -4.178
H -3.649 5.800 -4.301
H -2.788 4.164 -2.061
H -2.819 3.682 -3.888
H -4.400 1.850 -3.303
H -1.492 2.289 -2.863
H -2.452 1.113 -3.994
H -2.875 -0.481 -1.728
H -1.068 -0.205 -2.272
H 0.304 -0.082 -0.515
H 1.269 1.573 1.075
H -0.539 1.896 1.939
H 0.002 0.188 3.381
H 1.658 -0.470 2.452
H -0.611 -1.795 2.759
C -3.814 -0.465 -6.438
Cl -4.893 0.940 -6.412
Cl -2.129 0.040 -6.221
Cl -4.280 -1.631 -5.188
H -3.905 -0.951 -7.413
C -0.101 -0.710 6.691
Cl 1.490 -0.521 5.934
Cl -0.905 0.861 6.848
Cl -1.104 -1.833 5.758
H 0.042 -1.126 7.692
C -0.260 5.430 -4.611
Cl -1.782 5.765 -5.454
Cl -0.354 5.960 -2.923
Cl 0.134 3.705 -4.701
H 0.537 5.992 -5.104
C -4.170 -4.456 1.426
Cl -3.497 -4.425 3.065
Cl -3.304 -5.631 0.421
Cl -5.901 -4.832 1.471
H -4.044 -3.465 0.983
C 3.108 0.092 -1.871
Cl 2.664 -0.753 -0.378
Cl 3.965 -1.000 -2.972
Cl 1.669 0.764 -2.656
H 3.777 0.917 -1.614
C 7.521 -2.345 -4.230
Cl 5.999 -2.011 -5.073
Cl 7.427 -1.816 -2.542
Cl 7.915 -4.070 -4.320
H 8.318 -1.784 -4.723
C 2.107 2.714 9.358
Cl 3.754 2.603 8.713
Cl 1.077 3.664 8.275
Cl 1.426 1.097 9.606
H 2.150 3.221 10.326
C 3.759 5.755 -6.664
Cl 2.424 4.909 -5.863
Cl 3.407 5.981 -8.386
Cl 4.066 7.315 -5.882
H 4.659 5.141 -6.575
C -4.409 -9.145 0.589
Cl -3.736 -9.113 2.228
Cl -3.543 -10.319 -0.416
Cl -6.140 -9.520 0.634
H -4.283 -8.154 0.146
C -3.485 4.048 6.916
Cl -2.313 3.591 8.164
Cl -3.726 5.803 6.901
Cl -2.953 3.479 5.324
H -4.441 3.571 7.150
C -1.021 6.281 3.980
Cl 0.151 5.825 5.228
Cl -1.261 8.037 3.965
Cl -0.488 5.713 2.388
H -1.976 5.805 4.214
C 5.392 -7.084 -3.683
Cl 6.564 -7.541 -2.435
Cl 5.151 -5.329 -3.698
Cl 5.925 -7.653 -5.275
H 4.437 -7.561 -3.449
C -6.076 -5.093 -4.607
Cl -5.404 -5.062 -2.968
Cl -5.211 -6.268 -5.612
Cl -7.807 -5.469 -4.562
H -5.951 -4.102 -5.050
C 4.697 -5.319 0.193
Cl 6.288 -5.130 -0.565
Cl 3.892 -3.748 0.350
Cl 3.693 -6.441 -0.741
H 4.839 -5.734 1.193
C 7.194 -0.651 1.095
Cl 5.520 -0.296 0.635
Cl 7.474 -0.238 2.795
Cl 7.571 -2.357 0.799
H 7.857 -0.040 0.478
C -9.383 -1.571 -4.258
Cl -7.737 -1.682 -4.903
Cl -10.414 -0.621 -5.342
Cl -10.065 -3.188 -4.011
H -9.341 -1.064 -3.291
C 9.635 2.231 5.102
Cl 11.225 1.564 4.693
Cl 8.548 0.949 5.663
Cl 9.789 3.498 6.331
H 9.206 2.676 4.200
C 4.479 -1.192 8.035
Cl 4.622 -1.652 6.330
Cl 4.331 -2.632 9.057
Cl 5.871 -0.215 8.535
H 3.575 -0.590 8.155

=====

# 5
10
Properties=species:S:1:pos:R:3 method="wB97M-V/def2-TZVPD" orbital_gap_ev=8.415 charge=0 e_above_lowest_ev=2.2644 largest_force_ev_per_a=3.86
O 2.255 -0.044 -1.622
C 1.027 0.370 -1.328
C 0.367 -0.366 -0.382
N 0.782 -1.486 0.178
N 0.132 -1.696 1.219
N -0.811 -0.746 1.456
C -0.736 0.025 0.362
Cl -1.538 1.513 0.290
H 2.781 0.552 -2.132
H 0.655 1.401 -1.695

=====

# 6
9
Properties=species:S:1:pos:R:3 method="wB97M-V/def2-TZVPD" orbital_gap_ev=11.723 smiles="C=[N+]=C1CO1" charge=+1 e_above_lowest_ev=2.4010 largest_force_ev_per_a=3.07
C 1.870 0.628 0.014
N 0.668 0.441 -0.064
C -0.520 0.233 0.163
C -1.431 -0.784 -0.048
O -1.745 0.642 0.026
H 2.234 0.675 1.075
H 2.317 0.568 -0.970
H -1.570 -1.115 -1.015
H -1.824 -1.288 0.817

=====

# 7
8
Properties=species:S:1:pos:R:3 method="wB97M-V/def2-TZVPD" orbital_gap_ev=7.485 charge=0 e_above_lowest_ev=5.0459 largest_force_ev_per_a=1.00
C -0.603 -1.145 -0.085
C 0.270 1.335 -0.332
O 0.542 -1.464 -0.671
P 1.924 -1.125 0.170
S 1.846 1.126 -0.117
H -1.382 -1.320 -0.851
H -0.046 2.358 -0.493
H 1.301 -0.960 1.419

=====

# 8
35
Properties=species:S:1:pos:R:3 method="wB97M-V/def2-TZVPD" orbital_gap_ev=5.099 charge=-2 largest_force_ev_per_a=0.35
Pd 0.715 -0.282 0.807
I -7.105 0.367 2.908
C -5.400 -0.442 2.000
C -5.009 -1.743 2.286
C -3.898 -2.261 1.657
I -3.287 -4.211 2.108
C -3.075 -1.542 0.715
O -2.076 -2.030 0.158
C -3.534 -0.185 0.479
C -2.729 0.689 -0.443
N -1.494 1.184 0.164
C -1.606 1.831 1.478
C -0.971 0.921 2.501
C -1.684 0.036 3.273
C -0.991 -1.006 3.923
C 0.366 -1.107 3.748
C 1.046 -0.109 2.999
N 0.390 0.956 2.473
C -4.659 0.317 1.093
H -5.566 -2.345 2.991
H -2.434 0.104 -1.317
H -3.380 1.515 -0.778
H -0.969 1.748 -0.490
H -1.054 2.773 1.461
H -2.649 2.038 1.736
H -2.766 0.083 3.287
H -1.536 -1.750 4.492
H 0.934 -1.928 4.169
H 2.124 -0.007 3.086
H -4.963 1.336 0.874
O 2.414 -0.755 -1.306
Cl 2.714 0.485 -2.011
O 3.563 0.184 -3.144
O 1.482 1.082 -2.473
O 3.397 1.398 -1.124